(1)
Formula: C34H53BrClN4O20
Source: the Open Molecules 2025 dataset
Level of theory: the ωB97M-V functional and the def2-TZVPD basis

- F_max: 2.990 eV/Å
- HOMO: -12.290 eV
- HOMO-LUMO gap: 0.359 Eh
- Net charge: +1

Each line ends with the Löwdin charge.
Cartesian coordinates (Å):
C 5.33153 -3.83697 0.16512  0.00
C 5.27579 -4.27904 -1.27628  -0.46
O 5.11618 -5.42618 -1.61678  0.11
N 5.44251 -3.24256 -2.22230  -0.05
C 5.02613 -3.56508 -3.60058  -0.01
N 4.99868 -2.01471 -1.73728  0.15
C 3.76876 -1.68422 -1.47520  -0.30
N 3.55096 -0.45192 -0.93751  0.14
C 2.23048 0.12897 -1.21280  -0.36
C 1.95535 1.15702 -0.11506  -0.03
C 1.06934 -0.90572 -1.18223  -0.59
Br 0.16649 -0.95456 -2.90511  0.82
C 1.66111 -2.24634 -0.75498  -0.36
C 0.57557 -3.30522 -0.67785  -0.14
C 1.01650 -4.65968 -0.16204  -0.74
O 0.61760 -5.68450 -0.66917  0.07
Cl 2.09150 -4.73034 1.24988  0.73
N 2.74652 -2.57606 -1.68661  0.17
H 6.05169 -3.04093 0.21398  0.06
H 5.60682 -4.67487 0.78446  0.10
H 4.35915 -3.43749 0.41445  0.03
H 4.19418 -4.26005 -3.62652  0.09
H 5.85859 -4.02984 -4.09761  0.08
H 4.82251 -2.64255 -4.12502  0.09
H 5.70812 -1.31844 -1.55174  0.19
H 3.82061 -0.39815 0.04250  0.13
H 2.19376 0.66325 -2.15534  0.12
H 1.88478 0.58800 0.81809  0.10
H 2.78757 1.83413 0.01184  0.08
H 1.02076 1.67823 -0.26467  0.09
H 0.33655 -0.62518 -0.43698  0.09
H 2.05173 -2.08970 0.24565  0.14
H 0.05768 -3.45516 -1.61538  0.10
H -0.17647 -2.95013 0.02657  0.14
H 2.43266 -2.60012 -2.65506  0.14
C 7.72306 -6.71270 -8.34183  -0.02
C 7.65517 -5.21562 -8.18041  -0.32
C 8.80579 -4.60222 -7.42110  -0.09
O 8.20121 -3.41823 -6.87370  0.07
C 6.88089 -3.66878 -6.73810  -0.56
O 6.11913 -2.96777 -6.14877  0.13
O 6.54080 -4.82250 -7.35178  0.09
H 6.78956 -7.09405 -8.75365  0.09
H 8.53890 -6.98990 -9.00830  0.09
H 7.87257 -7.20247 -7.37869  0.09
H 7.52689 -4.73782 -9.15524  0.16
H 9.65076 -4.34505 -8.05424  0.14
H 9.15050 -5.22678 -6.59412  0.14
C -1.88726 4.52189 2.47438  -0.01
C -0.44714 4.92203 2.29628  -0.32
C -0.23392 6.18778 1.50464  -0.08
O 1.07614 5.97196 0.94683  0.08
C 1.24890 4.63964 0.83778  -0.56
O 2.14031 4.11461 0.24858  0.14
O 0.26610 3.96739 1.48120  0.08
H -1.95544 3.52307 2.90828  0.09
H -2.40871 5.22066 3.12802  0.10
H -2.39019 4.49383 1.50634  0.06
H 0.05811 4.97276 3.26541  0.16
H -0.24837 7.08497 2.11791  0.14
H -0.94370 6.29824 0.68250  0.14
C -4.74024 -0.01815 0.07699  -0.02
C -4.16964 1.08408 -0.77783  -0.31
C -2.67685 1.01569 -0.97850  -0.11
O -2.34129 2.39235 -1.20320  0.06
C -3.28068 3.14078 -0.56798  -0.56
O -3.20140 4.31569 -0.40208  0.14
O -4.30264 2.37120 -0.14493  0.10
H -5.78382 0.18471 0.31181  0.09
H -4.67795 -0.97648 -0.44225  0.10
H -4.21229 -0.09346 1.01810  0.06
H -4.69538 1.13382 -1.73606  0.16
H -2.38406 0.40435 -1.82941  0.10
H -2.14763 0.67344 -0.08420  0.14
C -9.22857 0.43294 4.34273  -0.01
C -7.95012 1.21234 4.17635  -0.32
C -7.93332 2.16036 3.00595  -0.08
O -6.52874 2.23828 2.70587  0.07
C -5.96836 1.07777 3.11221  -0.57
O -4.85682 0.74112 2.84995  0.13
O -6.83897 0.34960 3.84604  0.09
H -9.10884 -0.33817 5.10315  0.09
H -10.04212 1.09544 4.63741  0.09
H -9.50105 -0.07157 3.41421  0.09
H -7.70363 1.73001 5.10687  0.16
H -8.33536 3.14026 3.24982  0.13
H -8.45119 1.76494 2.12834  0.14
C 6.99682 -2.72355 5.45056  -0.01
C 7.22222 -2.38017 4.00072  -0.32
C 7.78071 -1.00171 3.74771  -0.07
O 7.28426 -0.72275 2.42453  0.08
C 6.14790 -1.42501 2.27091  -0.56
O 5.38876 -1.28837 1.35748  0.10
O 5.97463 -2.30517 3.27169  0.10
H 6.44834 -3.66041 5.53952  0.09
H 7.94751 -2.82353 5.97248  0.10
H 6.40184 -1.95512 5.94553  0.09
H 7.83732 -3.14788 3.52384  0.16
H 8.86640 -0.96737 3.76732  0.15
H 7.38286 -0.24768 4.42923  0.14
C -9.92294 6.52960 0.69393  -0.02
C -10.73002 5.43336 1.34214  -0.33
C -12.10172 5.84618 1.81788  -0.09
O -12.33740 4.91522 2.88571  0.07
C -11.13169 4.55560 3.38023  -0.57
O -10.96374 3.93568 4.37902  0.16
O -10.13010 4.99946 2.57891  0.07
H -8.89797 6.20024 0.52569  0.09
H -10.36066 6.81441 -0.26226  0.09
H -9.87554 7.40979 1.33616  0.09
H -10.78700 4.56629 0.67764  0.16
H -12.86738 5.75312 1.05198  0.14
H -12.12306 6.85744 2.22952  0.14

Atomic forces in eV per Å
0.28 -0.20 -1.16
-0.10 -0.95 0.58
0.21 0.58 -0.30
-0.96 -0.46 0.18
0.38 0.13 0.20
0.75 0.23 -0.45
0.23 0.03 -0.09
-0.68 -0.65 -0.09
-1.11 0.89 0.86
0.48 -0.99 0.36
0.73 0.00 0.37
0.03 -0.17 0.06
-1.47 0.24 -0.98
0.55 -0.16 0.69
-1.06 -2.31 -1.57
0.93 1.90 1.17
-0.25 0.31 -0.20
0.16 0.43 0.37
0.26 0.14 0.39
-0.11 -0.20 0.17
-0.11 0.00 0.44
-0.26 0.00 0.16
0.18 -0.15 -0.11
-0.07 0.12 -0.11
0.06 0.13 -0.11
0.59 0.34 -0.06
0.55 -0.22 -0.32
-0.17 0.10 0.21
-0.06 0.41 -0.21
-0.04 0.26 -0.13
-0.30 0.26 -0.10
0.37 -0.15 0.09
0.10 -0.18 -0.27
-0.07 0.11 0.15
0.06 -0.52 -0.08
-0.29 -0.10 0.24
0.14 -0.52 -0.11
0.16 0.16 -0.11
-0.04 -0.11 0.03
0.01 -0.03 -0.13
0.02 0.11 -0.11
0.08 0.22 -0.01
0.04 0.03 -0.11
0.01 0.05 -0.02
0.07 0.05 0.01
0.00 0.10 0.05
-0.04 0.20 0.04
-0.07 -0.09 -0.04
-0.05 -0.37 -0.29
-0.54 0.01 0.21
0.06 0.21 0.04
-0.07 -0.10 0.02
-0.15 0.06 -0.02
0.18 0.05 -0.06
0.21 0.10 0.04
0.02 0.07 0.13
0.06 0.03 0.02
0.05 0.14 0.23
0.12 0.03 -0.07
0.22 0.02 -0.04
-0.06 -0.12 0.04
-0.03 0.01 -0.08
-0.23 -0.51 0.25
0.13 0.01 -0.26
-0.01 -0.04 0.10
-0.09 -0.07 0.00
0.02 0.11 -0.18
0.13 0.08 -0.22
-0.04 -0.04 -0.09
-0.03 0.07 -0.13
0.10 0.00 0.04
0.10 0.07 -0.04
0.05 0.18 -0.08
-0.13 -0.02 0.08
0.08 -0.34 -0.06
-0.53 -0.20 0.04
-0.03 0.38 0.08
-0.04 -0.14 -0.01
-0.11 0.02 0.11
0.14 0.06 0.30
0.15 0.20 -0.04
-0.01 0.08 0.08
0.05 0.07 0.00
0.01 0.07 -0.04
0.08 0.05 -0.05
0.18 0.08 -0.06
-0.04 -0.10 0.07
-0.41 0.01 0.00
0.13 -0.08 0.60
0.25 0.02 -0.02
-0.17 -0.07 -0.05
0.18 0.09 0.48
-0.33 0.50 -0.17
0.05 0.06 -0.34
0.11 -0.06 -0.02
0.03 0.00 -0.05
0.06 0.06 -0.02
-0.03 0.05 -0.10
-0.01 0.05 -0.22
-0.06 -0.07 0.04
0.27 0.04 0.25
0.21 0.44 -0.28
-0.21 -0.11 -0.09
0.13 0.07 -0.02
-0.01 0.06 0.01
0.07 -0.17 0.10
-0.18 -0.14 -0.05
-0.04 -0.06 -0.10
-0.03 -0.04 0.00
-0.08 0.00 0.01
-0.07 -0.04 0.07
-0.09 -0.14 0.12
0.11 0.02 -0.04

(2)
Formula: C29H28ClF16NO3S
Source: the Open Molecules 2025 dataset
Level of theory: the ωB97M-V functional and the def2-TZVPD basis

- F_max: 5.593 eV/Å
- SMILES: CCCCCc1ccc2c(c1)Sc1cc(CC(=O)Cl)ccc1N2.FC(F)C(F)(F)COC(F)(F)C(F)F.FC(F)C(F)(F)COC(F)(F)C(F)F
- HOMO: -8.217 eV
- HOMO-LUMO gap: 0.308 Eh
- Net charge: 0

Each line ends with the Löwdin charge.
Cartesian coordinates (Å):
C -4.40903 2.83184 -1.39071  -0.14
C -4.04116 1.34351 -0.87280  -0.25
C -4.07657 1.23976 0.75347  -0.23
C -3.54438 -0.17310 1.28803  -0.20
C -1.94485 -0.32553 1.35756  -0.17
C -1.13095 1.04425 1.38274  -0.17
C -1.05317 2.05136 2.55553  -0.03
C -0.18148 3.35610 2.46881  0.01
C 0.64819 3.73652 1.18839  -0.21
C 0.55455 2.68160 0.01689  -0.39
C -0.29030 1.39122 0.10517  -0.03
S 1.54417 3.12351 -1.50899  0.85
C 1.27775 4.97461 -1.58897  -0.38
C 1.07199 5.70183 -2.93800  -0.03
C 0.83159 7.23448 -2.93250  -0.16
C 0.59056 7.93604 -4.37402  -0.11
C -0.33647 6.93141 -5.20856  -0.71
O -1.53195 6.81055 -4.83198  -0.01
Cl 0.19666 5.92910 -6.63685  0.59
C 0.81544 8.01249 -1.58327  -0.02
C 1.04197 7.24576 -0.24815  0.01
C 1.26204 5.68943 -0.18083  -0.19
N 1.47817 4.96267 1.10697  -0.02
H -4.73307 2.80693 -2.50313  0.07
H -5.32117 3.27801 -0.83466  0.08
H -3.51607 3.55547 -1.35205  0.07
H -4.90447 0.67135 -1.25485  0.11
H -3.08049 0.92480 -1.32507  0.10
H -3.61468 2.15505 1.26264  0.10
H -5.20555 1.28020 1.01625  0.11
H -3.91285 -0.96614 0.52670  0.12
H -4.02715 -0.46962 2.28583  0.11
H -1.54681 -0.94760 0.47507  0.11
H -1.71388 -0.93229 2.31662  0.11
H -1.64077 1.80767 3.51370  0.10
H -0.15847 4.04277 3.39494  0.10
H -0.30817 0.64375 -0.76106  0.10
H 1.08022 5.04771 -3.88398  0.10
H 1.56451 8.22854 -4.89224  0.12
H -0.06360 8.86339 -4.15243  0.13
H 0.65545 9.14097 -1.65163  0.10
H 1.04246 7.82037 0.73525  0.09
H 2.46592 4.63141 1.03007  0.12
C 0.10738 -5.42392 2.43153  -0.04
C -0.72195 -4.17135 2.78471  -0.43
C -1.31469 -4.14298 4.19307  -0.30
F -2.18021 -5.15166 4.40957  0.09
F -2.01467 -2.99437 4.38712  0.09
F -1.68410 -3.99886 1.84553  0.12
F 0.11276 -3.09782 2.66594  0.09
O -0.55518 -6.44760 1.67737  0.04
C -1.30681 -7.40056 2.40137  -0.50
C -2.79758 -7.35858 2.05457  -0.28
F -3.33767 -6.15004 2.32469  0.10
F -3.48894 -8.26683 2.78645  0.10
F -1.07006 -7.25846 3.71976  0.13
F -0.79851 -8.60849 2.06101  0.14
H 0.90261 -5.07920 1.76385  0.14
H 0.63434 -5.83296 3.29758  0.15
H -0.53071 -4.18727 4.95377  0.17
H -2.95842 -7.57097 0.99491  0.18
C 4.19914 -1.59790 -1.89954  -0.04
C 2.72812 -1.81002 -1.48464  -0.43
C 2.48844 -2.07569 0.00097  -0.29
F 3.09028 -3.20382 0.42826  0.09
F 1.16219 -2.23901 0.24074  0.08
F 2.19042 -2.79068 -2.25023  0.13
F 2.05430 -0.66915 -1.81107  0.09
O 4.88195 -2.72622 -2.46203  0.03
C 5.48068 -3.63500 -1.56027  -0.50
C 4.86585 -5.03493 -1.64271  -0.28
F 3.54522 -5.01636 -1.35723  0.09
F 5.44654 -5.87043 -0.74641  0.10
F 5.45404 -3.12230 -0.31499  0.13
F 6.78743 -3.69521 -1.90906  0.14
H 4.17919 -0.86973 -2.71549  0.15
H 4.78812 -1.11507 -1.11538  0.15
H 2.83725 -1.24105 0.61507  0.18
H 4.98912 -5.45767 -2.64266  0.18

Atomic forces in eV per Å
0.02 -0.09 -0.69
-1.14 0.26 0.38
-1.13 -0.28 -0.47
-0.23 -0.17 -0.81
0.45 0.17 0.65
2.48 2.85 -0.62
1.72 0.39 -2.81
-0.06 -1.66 -2.40
-2.98 -4.24 0.71
-1.39 0.33 2.56
-0.01 2.04 2.59
-1.17 1.12 1.05
-0.62 2.39 1.07
-0.04 1.40 3.57
0.75 -2.06 2.22
-0.20 -0.40 0.98
-4.77 0.36 2.23
5.23 0.36 -1.94
0.10 1.03 1.20
0.68 -3.87 -0.72
-0.06 -1.88 -2.29
-0.76 2.80 -4.24
-0.25 -0.89 -2.11
0.60 -0.11 1.75
1.64 -0.79 -0.64
-1.37 -1.09 0.24
1.48 0.86 0.64
-1.14 0.83 0.66
-0.33 -1.42 -0.79
1.77 0.02 -0.33
0.51 1.22 1.26
0.81 0.69 -1.36
-0.63 1.04 1.32
-0.16 1.04 -1.58
1.10 0.60 -1.63
0.01 -1.16 -1.79
0.11 1.37 1.31
-0.05 1.33 1.59
-1.39 -0.54 0.71
1.07 -1.51 -0.71
0.25 -1.85 0.45
-0.03 -0.87 -1.54
-0.83 0.30 0.32
0.72 -0.21 -0.49
-0.13 -0.35 -0.92
-0.31 0.46 0.63
0.08 0.06 -0.12
0.20 0.11 -0.26
-0.04 -0.02 0.34
0.00 -0.15 0.52
-1.10 -0.11 1.08
1.87 0.55 -0.16
-0.81 0.04 -0.26
0.31 -0.09 -0.06
0.42 -0.07 0.01
-0.44 -0.33 -0.09
-0.54 0.08 -0.12
-0.28 0.08 -0.05
-0.33 0.07 0.06
0.13 -0.02 -0.12
0.23 -0.06 0.01
0.46 0.48 -0.57
0.25 -0.46 -0.82
-0.62 0.14 0.66
-0.02 0.00 -0.11
0.03 0.16 -0.35
0.03 0.01 0.34
0.14 0.09 0.41
-0.31 -0.83 1.25
0.22 1.87 -0.51
-0.34 -0.77 -0.13
0.20 0.23 -0.09
0.22 0.36 -0.05
0.13 -0.54 0.01
-0.29 -0.48 -0.03
-0.17 -0.23 0.01
-0.20 -0.26 0.11
0.06 0.09 -0.14
0.14 0.19 -0.02

(3)
Formula: C30H52BN6S3Sr
Source: the Open Molecules 2025 dataset
Level of theory: the ωB97M-V functional and the def2-TZVPD basis

- F_max: 18.538 eV/Å
- Relative energy (zero: lowest compared OMol25 entry of this formula, charge and spin): 289.1 kcal per mole
- HOMO: -10.469 eV
- HOMO-LUMO gap: 0.285 Eh
- Net charge: +1

Each line ends with the Löwdin charge.
Cartesian coordinates (Å):
Sr -0.28679 1.04763 0.69342  1.16
C -3.71158 1.59376 -0.75424  -0.39
C -3.65489 2.64923 0.35115  -0.42
S -2.21367 2.28846 1.30818  0.68
C -2.25584 3.90806 2.09523  -0.39
C -1.21594 4.51960 1.16600  -0.47
S 0.15775 3.39002 1.27788  0.90
C -0.04875 2.80154 -0.34613  -0.79
C -1.26681 2.14277 -0.79437  -0.81
S -2.25682 0.71498 -0.44289  0.87
H -4.56843 0.92718 -0.67246  0.11
H -3.64024 2.01625 -1.76160  0.10
H -3.56147 3.66690 -0.06791  0.11
H -4.54009 2.62193 0.98943  0.11
H -3.24228 4.36269 2.02899  0.10
H -1.89552 3.89688 3.12399  0.10
H -1.57538 4.50521 0.12044  0.09
H -0.91361 5.55558 1.34587  0.11
H -0.03746 3.72001 -0.95557  0.13
H 0.74730 2.18359 -0.70299  0.04
H -1.96575 2.97814 -1.00235  0.09
H -0.93895 1.93532 -1.81450  0.06
C 2.18844 -4.20582 -1.03357  -0.02
C 2.24023 -2.84117 -0.43609  -0.26
C 3.31296 -2.25613 0.21713  0.03
C 2.87339 -0.97336 0.55414  -0.27
N 1.61317 -0.77640 0.12916  0.03
N 1.24218 -1.93992 -0.48669  0.02
B -0.22206 -2.26530 -0.91329  -0.46
N -0.98588 -2.28671 0.49686  0.02
N -0.58522 -1.42051 1.48167  -0.01
C -0.84254 -2.04000 2.64885  -0.24
C -1.46738 -3.27019 2.42493  0.04
C -1.52681 -3.39633 1.04599  -0.27
C -2.05088 -4.56691 0.28556  -0.01
C -0.10762 -1.59092 3.89341  -0.54
C -0.39183 -0.11756 4.18808  -0.03
C 1.37020 -1.67210 3.48258  -0.04
C -0.40509 -2.45695 5.11160  -0.04
N -0.69582 -1.26225 -1.99314  -0.02
N 0.06196 -0.20116 -2.34814  0.11
C -0.61719 0.50170 -3.26504  -0.29
C -1.89003 -0.07723 -3.43687  -0.01
C -1.87837 -1.21204 -2.64099  -0.34
C -2.97187 -2.20505 -2.46015  -0.01
C -0.09448 1.76396 -3.98344  -0.49
C 0.12936 1.36432 -5.44534  -0.04
C -1.14481 2.90999 -3.93299  -0.03
C 1.24059 2.21211 -3.34688  -0.03
C 3.69880 0.17506 1.10842  -0.53
C 3.06030 0.79436 2.36388  -0.04
C 3.63110 1.25705 0.01689  -0.03
C 5.13639 -0.24319 1.40003  -0.04
H 3.17616 -4.65626 -1.00889  0.08
H 1.84803 -4.15764 -2.06519  0.09
H 1.50383 -4.84092 -0.47354  0.08
H 4.26574 -2.71447 0.40666  0.11
H -0.31063 -3.35221 -1.38023  0.11
H -1.81889 -3.97785 3.15293  0.11
H -2.62639 -5.20605 0.94912  0.09
H -1.23525 -5.15418 -0.13486  0.08
H -2.68307 -4.24981 -0.53898  0.06
H -0.09888 0.45612 3.27783  0.04
H 0.16658 0.18738 5.06994  0.10
H -1.45887 -0.00661 4.36988  0.09
H 1.41062 -1.05711 2.58757  0.03
H 1.64287 -2.70181 3.26770  0.11
H 1.98188 -1.30850 4.30396  0.09
H -1.47034 -2.46718 5.33250  0.09
H 0.11972 -2.06095 5.97821  0.09
H -0.07612 -3.47953 4.94624  0.09
H -2.70172 0.28422 -4.04754  0.12
H -3.71015 -2.09390 -3.25212  0.09
H -3.46603 -2.07242 -1.49393  0.08
H -2.56615 -3.21426 -2.49683  0.08
H -0.80664 1.06408 -5.91672  0.09
H 0.82392 0.52579 -5.48883  0.10
H 0.54925 2.20004 -6.00560  0.09
H -2.13747 2.54837 -3.64383  0.07
H -1.24495 3.41737 -4.88937  0.09
H -0.89302 3.69358 -3.20655  0.07
H 1.59743 1.45005 -2.65279  0.07
H 1.13957 3.15598 -2.81663  0.07
H 2.00041 2.37927 -4.10712  0.09
H 1.98697 0.98903 2.14298  0.04
H 3.58693 1.72543 2.56626  0.10
H 3.19746 0.13726 3.21306  0.07
H 2.56613 1.48712 -0.02803  0.04
H 3.98390 0.85891 -0.93138  0.10
H 4.24515 2.11269 0.28957  0.09
H 5.15496 -1.03514 2.14467  0.09
H 5.70281 0.60711 1.77446  0.09
H 5.61829 -0.60010 0.49329  0.09

Atomic forces in eV per Å
8.39 -14.16 8.52
-1.11 0.60 0.09
-1.58 0.61 -0.41
-6.03 2.13 6.12
0.55 0.65 -0.16
-0.54 1.57 0.35
2.45 3.70 1.34
2.36 5.45 -3.84
-3.68 4.16 -8.21
-2.62 -3.37 -3.51
0.04 -0.01 -0.05
-0.35 -0.23 0.14
-0.16 -0.30 0.23
0.05 0.07 -0.15
0.10 0.05 0.16
-0.19 -0.09 -0.04
0.12 0.10 0.51
0.08 -0.19 0.28
0.39 -0.49 -0.04
1.49 0.51 -0.45
0.23 -0.75 0.02
-0.10 -0.03 -0.10
-0.25 0.14 0.05
0.45 0.17 0.07
-0.34 -0.01 0.00
-0.12 0.16 -0.33
0.88 -0.28 -0.16
-0.19 -0.17 -0.24
0.55 0.24 0.83
-0.34 0.21 -0.71
-0.87 -0.81 0.64
0.34 0.01 -0.33
-0.01 0.22 -0.33
-0.10 -0.04 0.43
0.16 0.15 -0.17
0.01 0.27 -0.19
-0.32 -0.43 -0.52
-0.74 -0.20 0.44
-0.13 0.17 -0.29
-0.61 0.46 -0.11
0.46 0.93 -0.41
-0.37 -0.14 0.35
0.36 -0.15 -0.05
-0.11 -0.08 -0.31
0.18 -0.02 0.07
-0.01 -0.33 0.45
0.06 -0.05 0.02
-0.19 0.04 0.26
-0.03 -0.10 -0.14
-0.47 0.17 -0.21
0.34 -0.08 -0.67
0.37 -0.46 0.45
-0.34 0.05 -0.12
0.06 0.00 0.02
-0.02 -0.10 -0.07
-0.05 -0.13 -0.04
0.09 0.01 0.01
0.01 -0.28 0.04
0.05 -0.10 0.05
-0.03 -0.01 0.03
0.02 -0.06 -0.04
-0.09 -0.06 -0.03
-0.13 0.04 0.85
0.11 0.35 -0.12
-0.10 0.35 0.03
0.69 -0.32 0.20
0.14 -0.07 -0.22
0.26 0.15 -0.03
-0.13 -0.03 0.09
0.07 -0.01 0.10
0.02 -0.12 0.01
0.00 -0.20 -0.17
0.00 -0.02 0.04
-0.03 -0.08 0.04
-0.07 -0.09 0.01
-0.01 -0.03 -0.01
0.02 -0.02 -0.09
0.01 0.03 -0.03
0.05 -0.05 -0.26
0.05 -0.05 -0.13
0.11 -0.14 -0.08
0.19 0.01 -0.10
-0.01 0.10 0.07
0.08 -0.07 -0.02
0.59 -0.02 0.57
-0.21 0.23 0.11
-0.35 0.04 0.17
0.17 0.50 -0.49
-0.17 0.06 -0.18
-0.16 0.26 0.01
0.10 -0.09 0.09
0.06 0.06 0.07
0.09 -0.07 -0.06